(1)
Computed, not measured: C9H16CoN2PS as an isolated structure in a non-equilibrium geometry, with ωB97M-V/def2-TZVPD.

Computed properties:
LUMO level (spin up / spin down) in eV: 0.459 / -1.421
Spin multiplicity: 5
ΔE to the lowest compared entry with this formula, charge and spin in kJ/mol: 0.0
Kohn-Sham gap (spin up / spin down) in eV: 4.011 / 5.801

Geometry (Å):
C: -0.6925 0.3933 -3.2754
C: -1.4905 1.5430 -3.5350
C: -0.6469 2.6515 -3.8283
C: 0.6766 2.1820 -3.8485
C: 0.6656 0.7983 -3.5131
Co: 0.9872 -1.0017 -0.8303
P: 0.1915 -3.1584 -1.1761
H: -0.9905 -0.6133 -3.0610
H: -2.5556 1.5678 -3.4195
H: -0.9645 3.6923 -3.9574
H: 1.4814 0.0990 -3.5198
H: 1.5697 2.7743 -4.0195
H: 1.0687 -4.0430 -1.8708
H: -1.0121 -3.3877 -1.9113
H: -0.0263 -3.9505 -0.0134
S: 0.7562 1.2895 -0.1913
C: 0.4320 0.7302 1.3987
N: 0.9934 1.1610 2.5428
C: 0.6236 0.6931 3.9076
C: 0.2250 -0.7718 3.8280
C: -0.8462 -0.9583 2.7679
N: -0.4029 -0.3433 1.5099
H: 1.5341 2.0042 2.4343
H: -0.2290 1.3067 4.2555
H: 1.4931 0.8525 4.5658
H: -0.1578 -1.0824 4.8039
H: 1.1082 -1.3859 3.5931
H: -1.7897 -0.4941 3.0948
H: -1.0177 -2.0262 2.5740
H: -0.9840 -0.5221 0.6943

=====

(2)
Computed, not measured: a 2-piece molecular cluster, C4H10N2 overall in a non-equilibrium geometry, with ωB97M-V/def2-TZVPD.

Computed properties:
LUMO level in eV: 1.150
Spin multiplicity: 1
ΔE to the lowest compared entry with this formula, charge and spin in kJ/mol: 252.9
Kohn-Sham gap in eV: 10.743

Geometry (Å):
C: 2.0391 2.1255 3.6847
C: 2.2517 0.4515 2.0867
N: 1.4630 1.1859 2.7259
H: 2.3739 1.5511 4.5521
H: 1.2655 2.8440 3.9294
H: 2.9511 2.5986 3.3204
H: 1.9644 -0.4389 1.5356
H: 3.3258 0.4293 2.3531
C: -2.9684 -2.0759 -3.0459
C: -1.3082 -0.4554 -2.9348
N: -1.9675 -1.2904 -2.2737
H: -3.9184 -1.6505 -2.7225
H: -2.9117 -3.0881 -2.6516
H: -2.7537 -2.0341 -4.1094
H: -0.4918 0.0782 -2.4428
H: -1.3149 -0.2307 -4.0071

=====

(3)
Computed, not measured: an isolated ion of composition C3H8N2O and charge +1, with ωB97M-V/def2-TZVPD.

Computed properties:
LUMO level (spin up / spin down) in eV: -4.264 / -9.036
Spin multiplicity: 2
ΔE to the lowest compared entry with this formula, charge and spin in kJ/mol: 39.7
Kohn-Sham gap (spin up / spin down) in eV: 10.884 / 5.931
Total charge: +1

Geometry (Å):
N: 1.0260 0.5392 0.9455
C: 0.5404 0.0232 -0.3497
C: -0.1891 1.1391 -1.1051
C: -0.3570 -1.1555 0.0112
N: -1.3687 -1.0449 0.8319
O: 0.0717 -2.2683 -0.3636
H: 1.8877 1.0394 0.7388
H: 1.3257 -0.1844 1.6000
H: 1.3334 -0.3549 -0.9995
H: -0.9104 1.6718 -0.4936
H: -0.6964 0.7288 -1.9707
H: 0.5576 1.8601 -1.4212
H: -1.6815 -1.8623 1.3402
H: -1.5395 -0.1313 1.2358

=====

(4)
Computed, not measured: a 27-piece molecular cluster, C60H185N43O27 overall in a non-equilibrium geometry, with ωB97M-V/def2-TZVPD.

Computed properties:
LUMO level in eV: -0.750
Spin multiplicity: 1
Kohn-Sham gap in eV: 6.680

Geometry (Å):
C: 6.7450 -0.5185 3.5329
C: 5.7613 -1.6454 3.1699
C: 4.2925 -1.2769 2.6986
O: 4.1536 -0.3617 1.6082
C: 4.1248 1.0073 1.8041
N: 6.3603 -2.5399 2.2372
H: 7.6984 -0.8955 3.9029
H: 6.2811 -0.0929 4.4227
H: 6.9785 0.2510 2.7970
H: 5.6735 -2.2808 4.0512
H: 3.8175 -0.8146 3.5639
H: 3.7101 -2.1762 2.4981
H: 4.2774 1.3492 0.7805
H: 4.7546 1.4171 2.5938
H: 3.1404 1.2469 2.2062
H: 5.7472 -3.3413 2.1917
H: 5.9776 -2.0743 1.4268
C: -3.8361 -6.7887 -1.1955
C: -5.3260 -6.8108 -1.5345
C: -5.9557 -8.2035 -1.3603
O: -7.4009 -8.3790 -1.5618
C: -7.8171 -8.0074 -2.8509
N: -6.0092 -5.9438 -0.5659
H: -3.2529 -7.2496 -1.9927
H: -3.5917 -7.3353 -0.2847
H: -3.5337 -5.7423 -1.1548
H: -5.2948 -6.4551 -2.5644
H: -5.9390 -8.4884 -0.3083
H: -5.4182 -8.9478 -1.9480
H: -8.0074 -6.9584 -3.0779
H: -8.6508 -8.6411 -3.1532
H: -7.0296 -8.3438 -3.5253
H: -6.0061 -6.5522 0.2404
H: -5.3548 -5.2258 -0.2897
C: 0.7465 -0.2455 4.7095
C: 1.2218 -1.0233 5.8968
C: 0.0815 -1.6213 6.7650
O: -0.7566 -0.6403 7.4087
C: -1.8063 -0.9692 8.3227
N: 2.2298 -1.9878 5.5582
H: 0.1948 0.6229 5.0694
H: 0.1893 -0.8735 4.0143
H: 1.6236 0.0928 4.1578
H: 1.7241 -0.3598 6.6007
H: 0.4170 -2.2709 7.5734
H: -0.5873 -2.2114 6.1384
H: -2.4049 -0.0639 8.4234
H: -1.5078 -1.2528 9.3319
H: -2.5020 -1.6526 7.8358
H: 2.5301 -2.5485 6.3428
H: 1.8694 -2.5814 4.8248
C: -1.0034 8.3703 0.4241
C: 0.1136 9.3474 0.7723
C: 0.4958 9.2142 2.3266
O: -0.6451 9.1374 3.2354
C: -1.0743 7.8088 3.6251
N: 1.2316 9.1751 -0.0970
H: -0.6114 7.3718 0.6174
H: -1.2487 8.4032 -0.6375
H: -1.8273 8.7332 1.0386
H: -0.0870 10.3889 0.5209
H: 1.0480 10.0657 2.7241
H: 1.2341 8.4144 2.3842
H: -0.4111 7.3438 4.3545
H: -1.2507 7.2009 2.7378
H: -2.0288 7.9549 4.1309
H: 1.7190 8.3533 0.2304
H: 0.9793 8.9040 -1.0367
C: 5.6358 7.3201 3.0090
C: 4.5032 6.3251 3.0033
C: 5.0501 4.8697 2.8549
O: 6.1436 4.6222 3.8022
C: 6.6468 3.2650 3.8202
N: 3.9054 6.5436 4.2802
H: 6.1429 7.0913 2.0716
H: 6.3664 7.0664 3.7771
H: 5.1942 8.3163 2.9853
H: 3.7106 6.5314 2.2840
H: 5.4729 4.6119 1.8840
H: 4.3063 4.0730 2.8649
H: 6.3576 2.7653 2.8957
H: 6.6063 2.7346 4.7716
H: 7.7206 3.4509 3.7958
H: 3.2879 5.7696 4.4795
H: 4.6425 6.4669 4.9664
C: -2.3621 -6.2669 1.9664
C: -3.8583 -5.9207 2.1544
C: -4.1762 -5.6737 3.5995
O: -4.0269 -6.9113 4.2810
C: -4.1499 -6.8196 5.7046
N: -4.0554 -4.7767 1.3364
H: -1.9991 -6.4171 0.9496
H: -2.0412 -7.1314 2.5476
H: -1.8022 -5.3501 2.1514
H: -4.3831 -6.8017 1.7848
H: -5.2141 -5.3700 3.7353
H: -3.5053 -4.9387 4.0444
H: -5.1831 -6.9069 6.0407
H: -3.4854 -6.0512 6.0998
H: -3.8338 -7.7155 6.2388
H: -3.2447 -4.1824 1.4351
H: -4.8545 -4.2238 1.6117
C: -0.8441 -1.7258 -1.0183
C: 0.5660 -1.1391 -0.5702
C: 0.4030 0.1155 0.3782
O: -0.4977 1.1113 -0.1230
C: -0.3373 2.4850 0.3417
N: 1.2431 -2.2524 0.1961
H: -1.5310 -0.9478 -1.3512
H: -1.4230 -1.8018 -0.0979
H: -1.0032 -2.6822 -1.5166
H: 1.0937 -0.8745 -1.4865
H: 1.3658 0.5512 0.6452
H: -0.1712 -0.2097 1.2457
H: 0.3749 3.1531 -0.1423
H: 0.0001 2.4075 1.3753
H: -1.3113 2.9732 0.3075
H: 1.2149 -3.0912 -0.3657
H: 2.2365 -2.0716 0.2214
C: -0.9909 0.9549 -4.1837
C: -0.5023 2.3482 -3.8845
C: -1.4655 2.9697 -2.8911
O: -0.9917 4.2383 -2.4954
C: -2.0367 5.0011 -1.9264
N: 0.8498 2.0802 -3.3615
H: -1.9303 0.9602 -4.7366
H: -1.1449 0.3346 -3.3008
H: -0.2785 0.5627 -4.9095
H: -0.4991 3.0421 -4.7251
H: -1.7134 2.3769 -2.0106
H: -2.3658 3.1825 -3.4676
H: -1.7341 5.9247 -1.4327
H: -2.6736 4.4112 -1.2673
H: -2.7433 5.1499 -2.7429
H: 1.2187 3.0031 -3.1817
H: 0.8564 1.6557 -2.4450
C: 6.2640 2.5226 -2.6742
C: 4.9218 3.1847 -2.8038
C: 4.7010 4.2581 -3.8610
O: 3.3881 4.6506 -4.0851
C: 3.1790 5.7023 -5.1154
N: 4.1125 2.0101 -2.9650
H: 6.9381 3.2648 -2.2467
H: 6.7578 2.1634 -3.5771
H: 6.2875 1.7882 -1.8691
H: 4.6627 3.5953 -1.8279
H: 4.9084 3.7642 -4.8103
H: 5.2927 5.1709 -3.7927
H: 3.7265 5.5214 -6.0404
H: 3.5222 6.7064 -4.8665
H: 2.1242 5.6612 -5.3871
H: 4.4977 1.4682 -3.7253
H: 3.2735 2.2700 -3.4635
C: -4.1440 -3.7544 -7.3483
C: -3.2148 -4.5872 -6.4999
C: -3.9208 -5.3170 -5.3840
O: -4.5869 -4.4915 -4.4895
C: -3.7963 -3.7249 -3.6095
N: -2.4326 -5.4040 -7.4356
H: -5.0059 -4.2644 -7.7785
H: -3.4474 -3.2711 -8.0334
H: -4.5295 -3.0163 -6.6449
H: -2.4392 -3.8971 -6.1679
H: -3.1312 -5.7681 -4.7830
H: -4.5877 -6.0988 -5.7475
H: -3.1135 -3.0745 -4.1561
H: -3.0995 -4.2934 -2.9936
H: -4.4504 -3.1233 -2.9784
H: -1.5983 -5.7637 -6.9944
H: -2.2104 -4.6877 -8.1122
C: -6.9479 3.1882 0.2247
C: -6.8813 3.6951 -1.2360
C: -5.5712 4.4344 -1.8279
O: -5.7408 5.1677 -3.0596
C: -6.0138 4.3490 -4.1391
N: -7.0799 2.4436 -2.0163
H: -7.8890 2.6446 0.3079
H: -6.8693 4.0787 0.8484
H: -6.0801 2.5814 0.4833
H: -7.7198 4.2697 -1.6295
H: -4.6643 3.8322 -1.7727
H: -5.3772 5.1715 -1.0487
H: -6.9161 3.7382 -4.1101
H: -5.1916 3.6679 -4.3582
H: -6.0237 5.0433 -4.9793
H: -7.3369 1.8010 -1.2808
H: -8.0491 2.4508 -2.3002
C: 0.5437 -4.1499 3.6639
O: 0.7964 -4.3436 4.8419
N: 1.2029 -4.4904 2.5956
N: -0.3967 -3.4053 3.2056
H: 0.6944 -4.5677 1.7264
H: 1.9972 -5.1103 2.6650
H: -0.0662 -2.9499 2.3668
H: -1.1499 -3.0827 3.7960
C: 4.7518 -1.6504 -1.4528
O: 4.9695 -2.4625 -0.6044
N: 4.6425 -1.7276 -2.7370
N: 4.8237 -0.4113 -1.0413
H: 4.7267 -2.6647 -3.1043
H: 4.6224 -0.9074 -3.3260
H: 4.5165 0.2765 -1.7140
H: 4.6645 -0.3768 -0.0445
C: -4.2351 0.0972 0.8281
O: -4.2223 0.3865 2.0216
N: -3.3717 0.7601 0.0877
N: -5.0836 -0.5720 0.1126
H: -3.3646 0.6208 -0.9126
H: -2.8489 1.5325 0.4751
H: -5.0327 -0.7223 -0.8849
H: -5.8793 -0.5610 0.7345
C: 4.4390 2.4742 6.7081
O: 5.2694 1.8418 7.3063
N: 4.0705 3.7215 6.9374
N: 3.7365 2.0548 5.6941
H: 3.4602 4.0779 6.2158
H: 4.3960 4.2702 7.7204
H: 3.3148 2.6662 5.0096
H: 4.1623 1.2096 5.3414
C: -3.3554 -1.9216 4.7005
O: -2.9908 -2.6957 5.5251
N: -2.5193 -0.9398 4.3575
N: -4.4597 -2.0040 3.9978
H: -1.5539 -0.9042 4.6523
H: -2.9850 -0.4615 3.5996
H: -4.7481 -1.2102 3.4439
H: -4.9266 -2.8961 4.0769
C: -4.7669 0.1323 -3.8988
O: -4.1901 -0.0312 -2.8317
N: -5.8661 0.8187 -4.1704
N: -4.2643 -0.3050 -5.0158
H: -6.2796 0.8125 -5.0919
H: -6.0835 1.5218 -3.4787
H: -3.3548 -0.7438 -4.9977
H: -4.6689 -0.0699 -5.9109
C: 4.3339 -5.4779 -2.8963
O: 3.8138 -6.1395 -3.8030
N: 5.5871 -5.2963 -2.7566
N: 3.7524 -5.0220 -1.8421
H: 5.9192 -4.7165 -1.9992
H: 6.1925 -5.9153 -3.2767
H: 2.7534 -5.1707 -1.8387
H: 4.1904 -4.2297 -1.3942
C: 2.4806 4.9120 -0.0676
O: 2.8070 4.1267 0.7828
N: 2.6948 4.7054 -1.3144
N: 1.9534 6.0754 0.1071
H: 2.3691 5.3485 -2.0218
H: 3.1942 3.8796 -1.6121
H: 1.5133 6.2491 0.9994
H: 1.7809 6.5989 -0.7393
C: 1.2515 3.9507 4.1830
O: 2.2924 4.2217 4.7779
N: 0.9374 3.8785 2.9311
N: 0.1390 3.8557 4.8523
H: 1.4880 3.9112 2.0850
H: 0.0225 3.4711 2.8007
H: 0.1199 4.0856 5.8357
H: -0.7443 3.7096 4.3848
C: 0.6479 -5.6540 -1.5324
O: 1.1613 -5.0666 -0.6208
N: 0.2438 -5.2623 -2.6575
N: 0.2768 -6.8896 -1.5069
H: -0.3538 -5.8629 -3.2072
H: 0.3915 -4.3080 -2.9535
H: -0.1395 -7.2487 -2.3541
H: 0.6674 -7.4344 -0.7514
C: 4.4719 -5.6871 2.2271
O: 5.4189 -5.0550 2.5614
N: 4.3595 -6.1904 1.0566
N: 3.5953 -6.1806 3.0031
H: 3.4485 -6.4108 0.6803
H: 5.2064 -6.3546 0.5312
H: 2.7728 -6.6204 2.6154
H: 3.7650 -5.9578 3.9735
C: -3.1500 4.0688 2.9777
O: -1.9826 3.7918 2.9229
N: -4.0710 3.3326 2.4702
N: -3.6855 5.1410 3.4941
H: -5.0532 3.3986 2.6960
H: -3.7902 2.3864 2.2559
H: -4.6865 5.2587 3.4296
H: -2.9747 5.7508 3.8723
C: 2.1992 -2.3730 -5.0549
O: 1.1198 -2.6104 -4.5513
N: 3.0290 -3.3383 -5.5406
N: 2.6798 -1.1854 -5.1798
H: 2.7040 -4.2816 -5.3837
H: 3.9485 -3.2507 -5.9492
H: 3.6045 -1.0098 -5.5461
H: 2.1573 -0.4730 -4.6903
C: 1.1255 -8.4058 2.2047
O: 1.4125 -7.2985 1.7868
N: 0.4785 -8.6177 3.3222
N: 1.3989 -9.5543 1.6120
H: 0.3600 -9.5164 3.7678
H: 0.0265 -7.7832 3.6676
H: 1.2222 -10.4200 2.1014
H: 2.0156 -9.5365 0.8124
C: 2.1133 1.9295 -7.6572
O: 3.3089 1.6554 -7.7025
N: 1.4585 2.5928 -8.5637
N: 1.4183 1.4907 -6.7078
H: 2.1329 2.9912 -9.2013
H: 0.4644 2.7621 -8.5066
H: 1.9518 1.2339 -5.8896
H: 0.4492 1.7723 -6.6669
C: 0.8835 7.1612 -3.6363
O: 1.6366 6.8539 -2.7747
N: 0.8620 8.4021 -4.1330
N: -0.0095 6.3621 -4.0835
H: 0.2756 8.5172 -4.9472
H: 1.6442 9.0051 -3.9219
H: -0.7395 6.4856 -4.7705
H: -0.0683 5.4809 -3.5934

=====

(5)
Computed, not measured: a single C4H5ClN2S molecule in a non-equilibrium geometry, with ωB97M-V/def2-TZVPD.

Computed properties:
LUMO level in eV: 0.372
Spin multiplicity: 1
ΔE to the lowest compared entry with this formula, charge and spin in kJ/mol: 157.7
Kohn-Sham gap in eV: 8.558

Geometry (Å):
C: -1.8470 -0.0671 1.1341
C: -2.5861 -1.0763 0.6031
C: -0.6719 -0.7227 -0.4652
C: 1.8596 0.0074 -1.0489
N: -0.6820 0.1130 0.5408
N: -1.8187 -1.4917 -0.4570
S: 0.5596 -1.1403 -1.6358
Cl: -2.1214 -2.6432 -1.6876
H: -2.0274 0.3508 2.1315
H: -3.6112 -1.3245 0.8238
H: 1.6645 1.0833 -1.3527
H: 2.8401 -0.1787 -1.4875
H: 1.9730 0.0663 0.0318

=====

(6)
Computed, not measured: a 2-piece molecular cluster, C4H10NO overall, with ωB97M-V/def2-TZVPD.

Computed properties:
LUMO level in eV: 4.311
Spin multiplicity: 1
ΔE to the lowest compared entry with this formula, charge and spin in kJ/mol: 107.8
Kohn-Sham gap in eV: 6.850
Total charge: -1

Geometry (Å):
C: 1.3806 0.9502 -2.1917
C: 0.1652 1.4707 -2.1634
H: 1.5229 -0.0968 -1.9533
H: 2.2573 1.5590 -2.3906
H: -0.6780 0.8494 -1.8668
H: 0.0388 2.5317 -2.3609
C: 0.6208 -0.8536 1.8229
N: -0.8254 -1.0496 1.8766
C: -1.4786 -0.3758 0.7001
O: -1.0588 -0.7818 -0.4945
H: 1.0024 -0.9909 0.8063
H: 1.1019 -1.5318 2.5345
H: 0.8384 0.1645 2.1635
H: -1.0198 -2.0368 1.7354
H: -1.2974 0.7186 0.8993
H: -2.5702 -0.5271 0.8827

=====

(7)
Computed, not measured: a single CH6N4O4S molecule in a non-equilibrium geometry, with ωB97M-V/def2-TZVPD.

Computed properties:
LUMO level in eV: 0.320
Spin multiplicity: 1
ΔE to the lowest compared entry with this formula, charge and spin in kJ/mol: 15.7
Kohn-Sham gap in eV: 9.848

Geometry (Å):
C: -0.8633 -0.0654 0.0940
N: -0.9997 -1.4154 -0.4181
N: -2.0039 0.1525 0.9667
N: -0.8287 0.7421 -1.0656
N: -0.2395 -2.2588 -0.0171
O: 1.8552 1.6719 -0.1226
O: 1.4302 -0.3613 -1.2434
O: 0.3373 -0.0009 0.9479
O: 2.7497 -0.4354 0.7831
S: 1.6609 0.0808 0.0480
H: -2.5161 -0.7106 1.0324
H: -2.5896 0.8419 0.4783
H: -0.4830 0.2605 -1.8844
H: -0.2449 1.5465 -0.8498
H: 0.5990 -2.0329 0.5348
H: 2.1364 1.9844 0.7157

=====

(8)
Computed, not measured: a 2-piece molecular cluster, C3H11NO2S overall in a non-equilibrium geometry, with ωB97M-V/def2-TZVPD.

Computed properties:
LUMO level in eV: 0.400
Spin multiplicity: 1
ΔE to the lowest compared entry with this formula, charge and spin in kJ/mol: 148.6
Kohn-Sham gap in eV: 9.362

Geometry (Å):
C: -1.2587 0.3146 1.6169
O: -2.1532 1.4068 1.9940
C: -0.2013 0.8653 0.5820
C: 0.8982 -0.2031 0.4721
S: 2.3718 0.2430 -0.5922
N: -0.9773 1.3560 -0.6685
H: -1.8598 -0.4561 1.0870
H: -0.8193 0.0084 2.6035
H: -2.3030 1.9689 1.1609
H: 0.2211 1.6711 1.2569
H: 1.2000 -0.5495 1.5149
H: 0.5044 -1.0001 -0.2578
H: 1.5395 0.8989 -1.4177
H: -1.5588 0.6472 -1.0376
H: -0.6727 2.2174 -1.3037
H: -1.3689 -3.3571 -2.6877
H: -0.7791 -3.4908 -1.2129
O: -0.5768 -3.6316 -2.1911

=====

(9)
Computed, not measured: C13H19I3O7Si as an isolated structure in a non-equilibrium geometry, with ωB97M-V/def2-TZVPD.

Computed properties:
LUMO level in eV: -0.279
Spin multiplicity: 1
ΔE to the lowest compared entry with this formula, charge and spin in kJ/mol: 15.4
Kohn-Sham gap in eV: 8.965

Geometry (Å):
C: 3.3509 0.3069 0.8960
C: 1.9304 -0.1526 1.0269
I: 0.7832 0.1117 -0.7256
C: 1.4477 -0.6785 2.1464
I: -0.5891 -1.2326 2.3402
Si: 2.3906 -0.9811 3.7422
C: 4.1861 -1.5334 3.5467
C: 4.3135 -2.8531 2.8663
O: 4.1942 -3.0592 1.6894
I: 4.6583 -4.5336 4.2165
H: 3.4732 0.8632 -0.0173
H: 3.6679 0.8909 1.7453
H: 3.9834 -0.5672 0.8076
H: 2.3238 0.2197 4.5991
H: 1.6784 -2.0583 4.4535
H: 4.8091 -0.8362 3.0058
H: 4.5910 -1.6074 4.5459
C: 1.6351 5.4444 -2.0982
C: 0.7898 4.2481 -2.4580
C: -0.1159 4.4391 -3.6550
O: -1.2166 3.5732 -3.3475
C: -1.2781 3.4387 -2.0002
O: -2.1709 2.9299 -1.4145
O: -0.1696 3.9626 -1.4227
H: 2.2428 5.7513 -2.9492
H: 1.0041 6.2787 -1.7922
H: 2.2994 5.2117 -1.2670
H: 1.4148 3.3590 -2.5812
H: 0.3422 4.1421 -4.5947
H: -0.4868 5.4635 -3.7376
C: -4.5029 -1.4851 -0.9384
C: -4.2317 -2.7681 -0.1931
C: -3.3213 -3.7439 -0.9045
O: -3.7886 -5.0100 -0.4192
C: -5.0871 -4.8653 -0.0572
O: -5.8153 -5.7571 0.2125
O: -5.4305 -3.5538 -0.0524
H: -3.5681 -0.9791 -1.1798
H: -5.0481 -1.6886 -1.8601
H: -5.1119 -0.8106 -0.3384
H: -3.8581 -2.5531 0.8121
H: -2.2705 -3.6107 -0.6588
H: -3.4489 -3.7160 -1.9894

=====

Summary of E in Ha
-2584.15342 -267.82899 -303.53138 -6783.00410 -1123.25270 -288.35060 -959.79832 -724.25513 -2216.02512
(order as listed above)